No. 1
Density functional theory data (ωB97M-V with the def2-TZVPD basis set) for a 5-piece molecular cluster, C23H13Cl16F5O2 overall.

**Energy**: -8897.10732 hartree
**Total charge**: 0
**HOMO energy**: -9.60 eV
**SMILES**: O=C1c2ccccc2C(=O)c2cc(CCCC(F)(F)C(F)(F)F)ccc21.ClC(Cl)(Cl)Cl.ClC(Cl)(Cl)Cl.ClC(Cl)(Cl)Cl.ClC(Cl)(Cl)Cl
**Lowest unoccupied orbital energy**: -0.64 eV

Last column: natural (NBO) charge in e.
Geometry (Å):
O 0.10256 2.01449 -4.53387  -0.5002
C 0.24430 1.94758 -3.33664  0.5470
C -0.39585 2.91358 -2.37956  -0.0464
C -0.45444 4.27791 -2.61596  -0.1979
C -1.03756 5.09492 -1.65219  -0.1904
C -1.54618 4.54664 -0.48277  -0.2140
C -1.50457 3.17697 -0.25014  -0.1673
C -0.92291 2.36382 -1.20616  -0.1381
C -0.80481 0.88016 -1.02053  0.5386
O -1.69732 0.19853 -0.57720  -0.4966
C 0.51027 0.33039 -1.48246  -0.0344
C 1.18663 -0.64900 -0.77987  -0.2116
C 2.43205 -1.09700 -1.22954  0.0129
C 3.19309 -2.13597 -0.43914  -0.4245
C 4.04131 -1.54278 0.70394  -0.3919
C 3.25628 -0.95706 1.87761  -0.4822
C 3.04560 -1.90118 3.06457  0.6181
F 3.39053 -1.24851 4.21451  -0.3273
F 3.77573 -3.03553 3.00004  -0.3160
C 1.56402 -2.30488 3.24765  0.9213
F 0.83812 -1.23259 3.58413  -0.3105
F 1.07179 -2.76541 2.07834  -0.3265
F 1.42806 -3.26468 4.15440  -0.2969
C 2.93475 -0.55709 -2.40724  -0.2082
C 2.25307 0.41818 -3.12507  -0.1491
C 1.03163 0.87211 -2.65914  -0.1592
H -0.05247 4.72936 -3.52156  0.2257
H -1.08465 6.16655 -1.79649  0.2228
H -1.95890 5.22126 0.25575  0.2293
H -1.90864 2.76148 0.66371  0.2371
H 0.72504 -1.03175 0.12298  0.2289
H 2.45465 -2.83065 -0.03376  0.2220
H 3.84846 -2.66954 -1.12891  0.2196
H 4.64033 -0.73851 0.26881  0.2126
H 4.75417 -2.30566 1.01358  0.2306
H 3.82197 -0.11199 2.27069  0.2464
H 2.28663 -0.55554 1.58972  0.2362
H 3.90296 -0.87077 -2.78322  0.2156
H 2.67437 0.83643 -4.03085  0.2310
C 2.72230 5.17450 -6.20155  -0.2224
Cl 3.25453 6.83982 -5.94706  0.0548
Cl 4.13329 4.11816 -6.33258  0.0527
Cl 1.72780 4.65587 -4.83262  0.0533
Cl 1.77137 5.07714 -7.68324  0.0645
C -2.11113 -4.07989 5.03534  -0.2251
Cl -1.49106 -4.83548 3.55770  0.0512
Cl -1.49967 -2.42640 5.14542  0.0596
Cl -3.87596 -4.04486 4.99646  0.0608
Cl -1.56822 -5.00499 6.43773  0.0580
C -5.97807 4.21808 -0.90189  -0.2250
Cl -6.51491 5.38374 0.31418  0.0475
Cl -6.57841 2.61156 -0.48528  0.0579
Cl -6.60120 4.69054 -2.48618  0.0524
Cl -4.20390 4.19083 -0.94332  0.0578
C -5.04432 -8.30307 4.33648  -0.2273
Cl -6.34953 -8.20521 3.14972  0.0549
Cl -3.66975 -7.34659 3.78175  0.0598
Cl -5.60930 -7.66884 5.88645  0.0535
Cl -4.55393 -9.98921 4.53431  0.0541

***

No. 2
Density functional theory data (ωB97M-V with the def2-TZVPD basis set) for C23H13N6O7S2W as an isolated structure.

**Energy**: -2602.52316 hartree
**Total charge**: +1
**HOMO energy**: -12.32 eV
**Lowest unoccupied orbital energy**: -6.18 eV

Last column: natural (NBO) charge in e.
Geometry (Å):
W -0.34207 -0.80404 0.72276  1.7701
S 0.92060 -2.83863 0.05330  0.1662
C 0.15984 -2.44161 -1.45775  -0.2399
S -1.46722 -1.87476 -1.13588  0.1783
C 0.74672 -2.41295 -2.66975  -0.3256
C 2.11919 -2.80073 -2.83331  0.2455
N 3.22316 -3.09770 -2.96743  -0.2207
C 0.02358 -1.88572 -3.79697  0.2530
N -0.55212 -1.41839 -4.67802  -0.2382
C -1.92411 1.70081 1.24364  -0.2530
N -1.00035 0.79493 1.91402  -0.5664
C -0.92679 0.63896 3.21154  0.2120
C -0.54098 -0.62330 3.63463  -0.0242
C -0.10180 -1.17382 4.83326  -0.1130
C 0.19375 -2.51362 4.57240  -0.2770
C -0.07153 -2.73501 3.22895  0.0880
N -0.54506 -1.61258 2.63962  -0.6088
C -2.83076 0.77571 0.45941  -0.0220
C -3.16613 -0.47100 1.02941  -0.2200
C -4.02926 -1.34199 0.35293  -0.1919
C -4.51866 -0.99320 -0.88608  -0.1857
C -4.17032 0.24030 -1.45296  -0.1233
C -3.33600 1.11957 -0.78855  -0.1993
H -1.38769 2.35808 0.56475  0.2459
H -2.47752 2.30119 1.96420  0.2326
H -1.22596 1.42608 3.89395  0.2358
H -0.00236 -0.64965 5.77395  0.2517
H 0.55289 -3.25245 5.27202  0.2565
H 0.02920 -3.65364 2.67438  0.2369
H -2.91581 -0.69343 2.05355  0.2393
H -4.30054 -2.28752 0.80622  0.2431
H -5.17297 -1.67068 -1.42110  0.2460
H -4.55027 0.50976 -2.43156  0.2457
H -3.05825 2.05912 -1.24808  0.2578
O 3.55012 -0.98048 1.14184  -0.4733
C 2.60444 -0.36137 0.78585  0.7932
O 1.40538 -0.39998 1.44514  -0.7098
C 2.60204 0.62090 -0.33346  -0.2535
C 3.80479 1.15387 -0.75941  -0.0356
C 3.79075 2.11952 -1.73968  0.0091
C 2.62035 2.58118 -2.29617  -0.1244
C 1.42318 2.05045 -1.86748  -0.0257
C 1.40089 1.04525 -0.90163  0.3952
O 0.27157 0.36777 -0.59228  -0.6285
N 0.19254 2.60465 -2.46713  0.5418
O -0.85195 2.43790 -1.85742  -0.4052
O 0.31501 3.27868 -3.46135  -0.3093
N 5.07399 2.69833 -2.20670  0.5277
O 5.00058 3.59853 -3.01675  -0.3412
O 6.07345 2.35086 -1.61540  -0.3374
H 4.73663 0.81114 -0.33025  0.2813
H 2.63184 3.34473 -3.05914  0.3001

***

No. 3
Density functional theory data (ωB97M-V with the def2-TZVPD basis set) for C23H14BrMnN3O7 as an isolated structure.

**Energy**: -5300.95046 hartree
**Total charge**: -2
**HOMO energy (spin up / spin down)**: -1.25 / -1.22 eV
**Lowest unoccupied orbital energy (spin up / spin down)**: 4.33 / 4.33 eV
**Spin multiplicity**: 2

Last column: Löwdin spin population.
Geometry (Å):
Mn 0.75048 0.18428 1.44842  0.9753
Br -0.68222 -2.63889 -0.46543  -0.0007
C 1.20253 -2.53787 -0.37706  0.0011
C 1.96793 -3.52395 -0.99922  0.0009
C 3.33404 -3.44151 -0.86979  -0.0008
C 3.89509 -2.41744 -0.11828  -0.0001
C 3.04386 -1.49738 0.46493  -0.0022
N 1.72835 -1.54236 0.30875  0.0023
C 3.60084 -0.38069 1.39846  0.0010
O 4.82947 -0.34158 1.51479  0.0009
O 2.69514 0.28423 1.94170  0.0043
H 1.48157 -4.31887 -1.54562  0.0002
H 3.96715 -4.18900 -1.33699  -0.0001
H 4.95634 -2.30379 0.04978  -0.0001
O -4.23090 -2.72898 3.60669  0.0048
C -3.23059 -2.19582 3.17124  0.0024
C -3.17873 -1.11430 2.12177  0.0012
O -4.13484 -0.65756 1.50226  0.0025
C -1.77132 -0.77043 1.99900  -0.0017
C -0.95738 -1.58824 2.82103  -0.0011
O 0.30248 -1.46688 2.80904  0.0012
C -1.79895 -2.52261 3.58043  0.0009
O -1.47074 -3.39429 4.36723  0.0019
O -1.23987 0.10744 1.24748  0.0040
C 0.49612 0.61676 -1.98727  -0.0016
N 0.64289 1.12561 -0.62616  -0.0028
C 0.58890 2.39936 -0.51093  0.0002
C 0.65476 3.01828 0.77155  -0.0001
C 0.77733 4.35563 1.15306  0.0030
C 0.90922 4.33169 2.55280  0.0025
C 0.86664 2.97500 2.92158  0.0064
N 0.69825 2.19178 1.84752  -0.0057
C -0.89392 0.65137 -2.59988  0.0000
C -2.04725 0.54801 -1.82600  0.0000
C -3.29859 0.54323 -2.43227  0.0000
C -3.41451 0.65147 -3.81485  0.0000
C -2.26849 0.76935 -4.59159  0.0000
C -1.01819 0.77210 -3.98159  0.0000
H 0.85118 -0.41713 -1.99247  -0.0001
H 1.15791 1.17097 -2.66448  -0.0002
H 0.48404 3.04218 -1.39367  0.0001
H 0.78008 5.21393 0.49524  0.0000
H 1.02854 5.17552 3.21718  0.0001
H 0.94789 2.54286 3.90873  0.0003
H -1.96810 0.48301 -0.74614  0.0000
H -4.17374 0.45123 -1.79785  0.0000
H -4.39260 0.65344 -4.28394  0.0000
H -2.34532 0.86479 -5.66931  0.0000
H -0.12278 0.86608 -4.58986  0.0000

***

No. 4
Density functional theory data (ωB97M-V with the def2-TZVPD basis set) for C23H14F5NO2S3Sn as an isolated structure.

**Energy**: -2998.25148 hartree
**Total charge**: 0
**HOMO energy**: -7.68 eV
**Lowest unoccupied orbital energy**: 0.19 eV

Last column: natural (NBO) charge in e.
Geometry (Å):
Sn 0.01117 -0.88551 -1.34603  1.0542
F 6.40978 -1.00888 0.13588  -0.2855
C 5.11006 -1.23057 0.31020  0.2660
C 4.30318 -0.24342 0.83692  0.2983
F 4.83593 0.92999 1.18236  -0.2972
C 2.95292 -0.47715 1.00639  0.3215
F 2.21750 0.49876 1.53622  -0.2992
C 2.36137 -1.68598 0.64967  -0.2984
S 0.63070 -1.96776 0.84559  -0.2850
C 3.20755 -2.66755 0.14316  0.3325
F 2.72219 -3.85779 -0.20413  -0.2913
C 4.56094 -2.44972 -0.03299  0.2605
F 5.34041 -3.40749 -0.53602  -0.2878
O -1.54846 0.33392 -0.33715  -0.6758
N -2.83242 0.00558 -0.23206  0.0132
C -3.62667 0.88109 0.42684  0.0314
C -4.95924 0.64099 0.59521  -0.2570
C -5.49669 -0.54504 0.08505  -0.1615
C -4.67930 -1.42134 -0.58030  -0.2385
C -3.31178 -1.14699 -0.76902  0.0471
S -2.27719 -2.17553 -1.65523  -0.2339
H -3.11661 1.75750 0.79515  0.2361
H -5.56784 1.36548 1.11629  0.2317
H -6.54662 -0.76997 0.22120  0.2269
H -5.05107 -2.35134 -0.98642  0.2413
O 0.95383 1.56890 -0.96986  -0.9967
S 0.33658 2.56367 -0.01832  1.2829
C 1.38957 4.01774 -0.10197  -0.1650
C 1.47672 4.82795 1.02045  -0.2476
C 2.25291 5.97905 0.96659  -0.1945
C 2.94230 6.29270 -0.19660  -0.1984
C 2.86105 5.45872 -1.30762  -0.2019
C 2.08099 4.31464 -1.26464  -0.2170
C -1.06315 3.29563 -0.89092  -0.1515
C -1.82346 4.27065 -0.25770  -0.2609
C -2.96206 4.75858 -0.88165  -0.1977
C -3.33222 4.27346 -2.13094  -0.2089
C -2.55649 3.30687 -2.75827  -0.2012
C -1.42038 2.80828 -2.13348  -0.2344
H 0.95460 4.55566 1.93223  0.2228
H 2.32871 6.62116 1.83585  0.2188
H 3.55579 7.18438 -0.23370  0.2190
H 3.41001 5.70255 -2.20857  0.2206
H 2.01112 3.64608 -2.11572  0.2389
H -1.52490 4.65664 0.71277  0.2214
H -3.56743 5.50818 -0.38649  0.2180
H -4.22878 4.64478 -2.61127  0.2189
H -2.83917 2.93228 -3.73429  0.2217
H -0.81445 2.04166 -2.60235  0.2430

***

The lowest total charge belongs to which entry?
C23H14BrMnN3O7

***

Among the records above, which one has the lowest total charge?
C23H14BrMnN3O7